Record 1
{
  "formula": "C4H40NO16",
  "method": "ωB97M-V/def2-TZVPD",
  "multiplicity": 1,
  "lumo_ha": 0.0892,
  "max_force_ha_per_bohr": 0.0766,
  "e_above_lowest_ev": 2.839,
  "molar_mass_da": 358.4,
  "total_charge": -1,
  "species": ["C", "N", "C", "C", "C", "O", "H", "H", "H", "H", "H", "H", "H", "H", "H", "H", "H", "H", "O", "H", "H", "O", "H", "H", "O", "H", "H", "O", "H", "H", "O", "H", "H", "O", "H", "H", "O", "H", "H", "O", "H", "H", "O", "H", "H", "O", "H", "H", "O", "H", "H", "O", "H", "H", "O", "H", "H", "O", "H", "H", "O"],
  "coordinates": [[1.147302, 3.326611, 0.458834], [1.013218, 2.026974, -0.212352], [0.668124, 3.244138, -2.449049], [0.303989, 2.069086, -1.515606], [-1.237040, 1.981241, -1.368494], [-1.671554, 1.003651, -0.455494], [0.348515, 3.474993, 1.179713], [2.107537, 3.449061, 0.986357], [1.279825, 4.216777, -0.135393], [0.535125, 1.398901, 0.415140], [-0.262018, 3.647383, -2.845712], [1.205551, 2.834568, -3.303480], [1.234891, 4.019883, -1.973421], [0.456950, 1.087663, -1.989298], [-1.831859, 1.751836, -2.327482], [-1.640649, 2.984339, -1.097986], [-1.251196, -1.280633, 2.934040], [-1.059030, -2.509995, 2.086352], [-1.074834, -2.276181, 3.039967], [-1.329575, 0.362968, 0.980717], [-0.338035, 0.502468, 2.240024], [-1.230938, 0.172254, 1.952451], [-0.661162, -1.123476, -3.746435], [-0.563662, -2.645075, -3.324150], [-1.000803, -1.996081, -3.906584], [0.535815, -1.961982, 3.682604], [0.995656, -0.611284, 4.200350], [1.357623, -1.420030, 3.835578], [1.932975, -1.379184, 2.279844], [3.194466, -2.116527, 2.197975], [2.760363, -1.423503, 1.715295], [-2.626293, -1.514593, -3.585762], [-3.639458, -0.738344, -2.627946], [-3.264408, -0.763897, -3.507866], [1.755918, 1.383007, 2.874530], [0.296146, 2.057285, 3.079664], [0.866244, 1.335979, 3.323717], [-2.082158, -1.872526, -0.037702], [-0.637113, -1.552309, 0.305435], [-1.231097, -2.323318, 0.262781], [2.235542, -2.651302, 0.708403], [3.159575, -2.369591, -0.393974], [2.326422, -2.821277, -0.297697], [3.152532, 0.157126, 1.909184], [3.386119, 1.570414, 1.186803], [3.190558, 1.151834, 2.059107], [-1.796184, 2.284371, 1.308541], [-2.061219, 1.942730, 2.649199], [-1.767286, 2.744341, 2.153284], [-2.785672, -0.028603, -0.707473], [-4.063293, -0.812812, -0.005669], [-3.402624, -0.874224, -0.695351], [-1.301697, 1.525528, -3.491899], [-1.902792, 0.311215, -4.070554], [-1.361467, 1.084186, -4.361234], [3.059478, 0.380686, 0.104076], [3.821674, -0.494528, -0.764140], [3.604861, -0.426590, 0.127886], [0.920707, -3.757429, -0.959951], [-0.580212, -3.420182, -0.866153], [0.032509, -4.037335, -1.316260]],
  "forces_ev_per_angstrom": [[0.692, -0.036, 1.063], [0.798, 1.200, -0.981], [-0.303, -1.499, -0.267], [-1.196, -0.960, -0.089], [-1.926, -0.082, 0.645], [0.454, 0.318, -0.157], [-0.117, 0.369, 0.056], [-0.161, -0.808, 0.397], [-0.829, -0.054, -0.858], [-0.270, -0.151, -0.143], [0.006, 0.304, 0.016], [0.225, 0.267, -0.021], [0.235, 0.291, 0.041], [0.822, 0.287, -0.085], [1.077, 0.676, 1.424], [0.219, -0.087, 0.159], [0.083, -1.611, -0.034], [-0.206, -0.173, 0.336], [-0.128, 1.305, -0.152], [-0.018, 0.453, -0.137], [-0.862, -0.326, -0.196], [0.930, -0.306, 0.581], [0.661, 0.533, 0.271], [-0.012, 0.465, 0.012], [-0.031, -1.412, -0.198], [0.230, 0.182, -0.013], [0.080, 0.614, -0.002], [-0.700, -0.902, 0.314], [0.558, 0.258, 0.207], [0.909, -0.390, 0.737], [-2.411, -1.154, 2.893], [-0.601, 0.415, 0.419], [0.130, -0.319, 0.609], [0.147, -0.171, -1.005], [-0.596, 0.411, 0.037], [-0.146, 0.885, -0.260], [0.546, -0.860, 0.269], [0.553, -0.543, 0.170], [-0.077, -0.334, -0.114], [-0.739, 1.182, -0.174], [-0.178, -0.155, -2.496], [0.267, 0.262, -0.440], [-0.447, -0.792, 1.862], [0.353, 1.017, 0.322], [-0.229, -0.355, 1.407], [0.196, 0.137, -0.528], [0.143, 0.239, -1.117], [0.324, 0.920, 0.063], [-0.492, -0.743, 0.915], [-0.293, -0.220, 0.410], [-0.019, 0.355, 0.152], [0.543, 0.126, -0.339], [0.376, -0.009, -1.111], [-0.384, 0.583, -0.593], [0.159, -0.610, 0.570], [-0.319, -0.618, -0.193], [0.947, -0.145, -2.754], [0.927, 2.096, -1.271], [-1.086, -0.317, -0.636], [0.271, -0.331, -0.027], [0.912, 0.321, 0.036]]
}

Record 2
{
  "formula": "C4H4BeO2",
  "method": "ωB97M-V/def2-TZVPD",
  "multiplicity": 2,
  "lumo_ha": [-0.6486, -0.6685],
  "max_force_ha_per_bohr": 0.1043,
  "e_above_lowest_ev": 1.441,
  "molar_mass_da": 93.1,
  "total_charge": 3,
  "species": ["O", "C", "C", "C", "C", "H", "H", "H", "H", "Be", "O"],
  "coordinates": [[-3.000523, 0.802320, -0.485276], [-2.057891, 0.059650, -0.224044], [-0.839687, -0.222376, -0.319262], [0.505858, -0.687714, -0.308704], [1.578807, 0.271975, 0.091085], [0.760163, -1.489015, -1.007443], [2.559036, 0.113886, -0.358565], [1.306566, 1.272733, 0.426480], [-2.678425, 1.635218, -0.978699], [0.709100, -0.976919, 2.205488], [1.156991, -0.779755, 0.958935]],
  "forces_ev_per_angstrom": [[-0.171, 0.284, 0.570], [0.267, 1.592, -1.646], [-0.141, -1.036, 0.647], [-0.120, 1.155, -2.601], [0.434, 1.572, -2.605], [0.034, -0.167, 0.056], [0.085, -0.052, 0.283], [0.146, -0.134, 0.062], [-0.957, -0.587, -0.047], [-0.794, -1.358, 5.129], [1.218, -1.269, 0.155]]
}

Record 3
{
  "formula": "C4H4Br2ClF3",
  "method": "ωB97M-V/def2-TZVPD",
  "multiplicity": 1,
  "lumo_ha": [-0.0327, -0.0077],
  "max_force_ha_per_bohr": 0.0250,
  "e_above_lowest_ev": 0.179,
  "molar_mass_da": 304.3,
  "species": ["C", "C", "C", "C", "F", "F", "F", "Cl", "Br", "Br", "H", "H", "H", "H"],
  "coordinates": [[-1.219653, -1.896191, -0.128396], [1.141400, 1.738283, -0.824796], [0.105794, 1.653162, 0.240618], [-0.121887, -1.653244, 0.827223], [1.109036, 2.895556, -1.549368], [0.956904, 0.743700, -1.731760], [-1.174535, 1.872285, -0.157422], [0.453169, 2.264891, 1.796084], [-0.479515, -1.093945, 2.564182], [1.597442, -2.275468, 0.483330], [-0.822142, -1.972709, -1.138954], [-1.945221, -1.083934, -0.081648], [-1.751558, -2.826317, 0.101912], [2.150767, 1.633932, -0.401005]],
  "forces_ev_per_angstrom": [[-0.124, -0.125, -0.011], [0.836, -0.231, -0.290], [-1.157, 0.547, 0.117], [0.286, 0.457, 0.031], [-0.259, 0.108, 0.337], [-0.200, -0.182, 0.015], [1.131, -0.292, 0.248], [-0.019, -0.111, -0.473], [-0.131, -0.173, 0.089], [0.020, -0.078, -0.024], [-0.027, 0.043, -0.021], [-0.012, 0.036, -0.033], [-0.013, -0.040, -0.014], [-0.329, 0.041, 0.028]]
}

Record 4
{
  "formula": "C4H4BrN3",
  "method": "ωB97M-V/def2-TZVPD",
  "multiplicity": 1,
  "lumo_ha": -0.0236,
  "max_force_ha_per_bohr": 0.0751,
  "e_above_lowest_ev": 2.958,
  "molar_mass_da": 174.0,
  "species": ["C", "C", "C", "C", "N", "N", "N", "Br", "H", "H", "H", "H"],
  "coordinates": [[-1.939162, -0.936552, 0.015579], [-0.791849, -1.777898, -0.082664], [-1.367708, 0.362369, 0.287429], [2.192921, 1.016937, 0.051432], [0.332051, -1.031095, 0.021609], [2.405868, 2.180821, -0.065480], [-0.051946, 0.250590, 0.237191], [2.899634, -0.528571, 0.001683], [-3.025573, -1.128140, -0.269054], [-0.900149, -2.904709, -0.081024], [-1.780340, 1.445065, 0.280573], [2.026251, 3.051184, -0.397271]],
  "forces_ev_per_angstrom": [[-0.204, 1.159, -0.179], [-1.525, 0.283, 0.354], [-1.504, 0.781, -1.385], [-1.818, 3.394, -0.296], [-1.871, -0.427, 0.560], [0.028, -0.827, -0.149], [2.839, -1.230, -0.305], [1.453, -2.266, 0.246], [1.746, 0.067, 0.871], [0.872, 1.558, -0.397], [0.354, -2.289, 0.272], [-0.369, -0.203, 0.408]]
}

Record 5
{
  "formula": "C4H4BrNO4S",
  "method": "ωB97M-V/def2-TZVPD",
  "multiplicity": 1,
  "lumo_ha": 0.1895,
  "max_force_ha_per_bohr": 0.0919,
  "e_above_lowest_ev": 1.209,
  "molar_mass_da": 242.1,
  "total_charge": -2,
  "species": ["C", "C", "C", "C", "N", "O", "O", "O", "O", "S", "Br", "H", "H", "H", "H"],
  "coordinates": [[0.874209, 0.293843, 0.026809], [-2.225901, 1.305483, -0.256826], [-1.399710, -0.086759, -0.140619], [2.556479, 0.520853, -0.531667], [-0.122983, -0.016046, -0.721350], [-1.499534, 2.241354, -0.489293], [2.814011, -1.671777, 1.087961], [-3.454912, 1.203032, -0.061908], [3.671257, -1.715883, -1.274554], [3.674179, -1.025225, 0.069912], [3.446336, 1.990562, 0.284969], [0.766328, 0.434886, 1.139646], [-1.872258, -0.729554, -0.874749], [-1.452126, -0.550005, 0.813091], [2.719343, 0.722719, -1.664938]],
  "forces_ev_per_angstrom": [[1.262, 0.278, -1.357], [0.159, -2.425, 0.954], [-1.666, 0.111, -1.952], [-2.527, -1.514, -0.539], [4.442, 1.302, 0.954], [0.652, 2.417, -0.481], [0.066, -0.117, 0.036], [-0.280, 0.034, -0.062], [0.336, -0.103, 1.014], [-0.974, 0.302, -1.920], [-0.001, 1.196, 0.683], [0.358, -0.046, -0.942], [-1.016, -0.444, 0.357], [-0.013, -0.182, 1.246], [-0.798, -0.808, 2.010]]
}

| no. | total energy (eV) |
| --- | --- |
| 1 | -39048.781 |
| 2 | -8664.967 |
| 3 | -164969.396 |
| 4 | -78720.293 |
| 5 | -94769.283 |